[1]
DFT (ωB97M-V/def2-TZVPD) results for C15H25CoN5O4S3Sb as an isolated structure in a non-equilibrium geometry.

Properties
frontier orbital gap (spin up / spin down): 0.1717 / 0.2287 Eh
HOMO level (spin up / spin down): -7.17 / -7.19 eV
LUMO level (spin up / spin down): -2.50 / -0.96 eV
electronic energy: -108266.142 eV
spin multiplicity: 1

Atoms and positions in Å:
Co -0.656 1.224 0.373
C 1.522 -1.523 5.430
C 1.115 -2.076 4.068
N 1.747 -1.341 3.001
C 1.144 -0.575 2.081
S -0.591 -0.573 1.956
N 1.910 0.028 1.208
N 1.333 0.863 0.349
C 1.964 1.212 -0.734
C 3.321 0.690 -1.082
C 1.275 2.116 -1.625
C 1.894 2.713 -2.730
C 1.149 3.506 -3.577
C -0.198 3.702 -3.302
C -0.737 3.090 -2.182
N -0.034 2.313 -1.375
H 1.123 -2.150 6.221
H 1.145 -0.512 5.555
H 2.607 -1.504 5.522
H 0.035 -2.004 3.930
H 1.408 -3.129 3.991
H 2.752 -1.255 3.044
H 3.608 -0.071 -0.361
H 4.056 1.495 -1.059
H 3.302 0.257 -2.080
H 2.945 2.559 -2.909
H 1.607 3.962 -4.444
H -0.810 4.311 -3.948
H -1.781 3.214 -1.938
C -4.176 4.237 -0.618
O -2.890 3.990 -0.073
C -2.810 3.283 1.045
S -4.099 2.734 1.910
S -1.226 3.035 1.656
H -4.016 4.850 -1.503
H -4.807 4.765 0.101
H -4.659 3.295 -0.888
C 1.417 -4.552 -0.046
Sb 0.246 -2.739 -0.448
C 0.048 -3.135 -2.578
C -1.562 -3.706 0.241
H 0.950 -5.376 -0.572
H 1.418 -4.756 1.017
H 2.436 -4.431 -0.387
H -0.515 -4.051 -2.708
H 1.040 -3.243 -3.003
H -0.468 -2.317 -3.061
H -1.731 -4.600 -0.352
H -2.422 -3.054 0.166
H -1.415 -3.983 1.280
O -2.985 -0.942 -1.760
N -2.257 -0.212 -1.151
O -2.666 0.761 -0.501
O -1.009 -0.390 -1.152

=====

[2]
DFT (ωB97M-V/def2-TZVPD) results for C15H25CrO4P as an isolated structure in a non-equilibrium geometry.

Properties
net charge: +3
frontier orbital gap (spin up / spin down): 0.2032 / 0.1956 Eh
⟨S²⟩: 3.885
HOMO level (spin up / spin down): -20.94 / -21.07 eV
LUMO level (spin up / spin down): -15.41 / -15.75 eV
electronic energy: -61821.536 eV
spin multiplicity: 4

Atoms and positions in Å:
Cr 0.009 -0.573 0.380
C 0.319 1.041 1.308
O 0.648 1.750 2.250
C -0.169 1.409 -0.073
O -0.414 2.395 -0.680
C -1.870 -0.644 -0.219
O -3.016 -0.477 -0.450
C 1.865 -0.585 -0.286
O 2.957 -0.345 -0.608
C -0.075 -1.863 -2.584
H 0.895 -2.395 -2.377
H -1.010 -2.394 -2.211
C -0.089 -0.577 -2.830
H -1.027 0.072 -2.692
H 0.848 0.072 -2.755
C 0.671 -4.227 -0.080
C -0.131 -3.926 1.199
C 0.257 -4.875 2.323
P -0.112 -2.170 1.738
C -1.737 -1.896 2.554
C -2.115 -2.982 3.557
C -1.862 -0.490 3.162
C 1.361 -1.817 2.794
C 1.112 -2.222 4.235
C 2.646 -2.440 2.232
H 1.642 -3.711 -0.110
H 0.115 -3.951 -0.987
H 0.870 -5.309 -0.121
H -1.198 -4.072 0.952
H 1.326 -4.846 2.534
H -0.294 -4.705 3.246
H 0.021 -5.892 2.000
H -2.456 -1.965 1.715
H -1.398 -3.042 4.382
H -3.094 -2.728 3.979
H -2.209 -3.960 3.079
H -1.979 0.273 2.383
H -2.761 -0.460 3.795
H -0.989 -0.217 3.772
H 1.475 -0.718 2.755
H 0.972 -3.303 4.338
H 1.997 -1.954 4.824
H 0.255 -1.705 4.672
H 2.855 -2.131 1.200
H 3.489 -2.081 2.842
H 2.640 -3.537 2.277

=====

[3]
DFT (ωB97M-V/def2-TZVPD) results for a 3-piece molecular cluster, C15H25N3O7P overall in a non-equilibrium geometry.

Properties
net charge: +1
frontier orbital gap: 0.3613 Eh
HOMO level: -13.15 eV
LUMO level: -3.31 eV
electronic energy: -44042.303 eV
spin multiplicity: 1

Atoms and positions in Å:
C 4.766 -3.348 0.942
C 3.547 -2.486 0.277
C 3.632 -2.459 -1.336
C 2.336 -1.756 -2.038
N 1.582 -0.911 -1.066
C 2.048 0.375 -0.557
C 0.929 0.858 0.383
P 0.738 2.412 1.430
O -0.231 2.036 2.593
N -0.123 -0.146 0.369
C 0.288 -1.203 -0.523
C -0.731 -2.413 -0.732
C -0.061 -3.812 -1.104
N -0.138 -4.800 -0.218
H 4.545 -4.467 0.902
H 5.733 -3.043 0.398
H 4.892 -2.971 2.029
H 2.532 -2.937 0.553
H 3.609 -1.451 0.765
H 3.867 -3.494 -1.764
H 4.552 -1.798 -1.586
H 1.696 -2.481 -2.640
H 2.787 -1.019 -2.811
H 3.028 0.904 -0.780
H 0.048 3.398 0.633
H 1.965 2.926 1.955
H -1.031 -0.132 0.873
H -1.256 -2.571 0.290
H -1.578 -2.088 -1.453
H 0.451 -4.072 -2.096
H 0.307 -5.653 -0.606
C -0.880 7.123 1.490
C -0.364 6.360 2.672
O 0.818 5.750 2.169
C 1.237 6.501 1.112
O 2.293 6.363 0.562
O 0.303 7.426 0.763
H -1.403 8.036 1.779
H -1.539 6.521 0.858
H -0.095 7.013 3.508
H -1.071 5.608 3.024
C -5.484 -0.903 -0.746
C -6.109 -2.256 -0.597
O -5.626 -2.959 -1.733
C -4.472 -2.354 -2.122
O -3.718 -2.798 -2.949
O -4.280 -1.181 -1.451
H -5.271 -0.434 0.216
H -6.095 -0.223 -1.345
H -5.776 -2.774 0.307
H -7.199 -2.214 -0.600

=====

[4]
DFT (ωB97M-V/def2-TZVPD) results for a 8-piece molecular cluster, C15H25NO10 overall in a non-equilibrium geometry.

Properties
structure (SMILES): O=C1NC(=O)c2cc(COc3ccccc3)ccc21.O.O.O.O.O.O.O
frontier orbital gap: 0.3028 Eh
HOMO level: -8.78 eV
LUMO level: -0.54 eV
electronic energy: -37925.848 eV
spin multiplicity: 1

Atoms and positions in Å:
O 3.407 -2.641 -0.578
C 2.661 -2.175 0.252
N 2.187 -2.954 1.346
C 1.302 -2.200 2.183
O 0.736 -2.587 3.173
C 1.214 -0.851 1.502
C 0.475 0.267 1.810
C 0.518 1.406 1.022
C -0.285 2.665 1.280
O -1.653 2.492 1.660
C -2.323 1.503 0.936
C -2.464 1.570 -0.433
C -3.133 0.533 -1.079
C -3.622 -0.553 -0.418
C -3.491 -0.638 0.997
C -2.842 0.399 1.639
C 1.366 1.409 -0.087
C 2.129 0.304 -0.440
C 2.017 -0.811 0.360
H 2.908 -3.296 1.979
H -0.176 0.257 2.688
H 0.249 3.239 2.053
H -0.282 3.317 0.391
H -2.050 2.428 -0.959
H -3.247 0.579 -2.158
H -4.116 -1.366 -0.941
H -3.863 -1.504 1.540
H -2.752 0.322 2.724
H 1.471 2.291 -0.741
H 2.791 0.278 -1.302
O -3.473 -2.891 -2.541
H -2.906 -3.493 -2.046
H -3.348 -3.144 -3.460
O -1.239 -2.350 -0.127
H -0.350 -2.569 0.161
H -1.606 -1.772 0.549
O 5.736 -4.389 -1.213
H 5.031 -3.731 -1.151
H 6.547 -3.874 -1.159
O 3.106 2.969 -1.882
H 3.700 2.443 -1.337
H 3.270 2.649 -2.775
O 5.620 1.852 -3.342
H 5.511 1.829 -4.298
H 6.182 2.618 -3.189
O -1.431 1.332 4.584
H -1.336 1.381 5.540
H -1.398 2.248 4.287
O -5.289 1.885 -2.550
H -5.508 2.086 -1.634
H -5.951 1.237 -2.813

=====

What is the electronic energy in the fourth record?
-37925.848 eV

=====

The highest spin multiplicity belongs to which entry?
C15H25CrO4P

=====

What is the formula in the fourth record?
C15H25NO10

=====

Among the records above, which one has the highest spin multiplicity?
C15H25CrO4P